(1)
{
  "formula": "C6H12",
  "method": "ωB97M-V/def2-TZVPD",
  "species": ["C", "C", "C", "C", "C", "C", "H", "H", "H", "H", "H", "H", "H", "H", "H", "H", "H", "H"],
  "coordinates": [[-2.8603, -0.1471, 0.1572], [-1.4871, 0.2662, -0.2338], [-0.3691, -0.3530, 0.1135], [0.9998, 0.0475, -0.3402], [1.5078, 1.2945, 0.2050], [2.0349, -1.1217, -0.0288], [-3.0020, -0.9927, 0.7735], [-3.4854, -0.5617, -0.7253], [-3.1994, 0.7907, 0.4291], [-1.5004, 1.1094, -1.1414], [-0.3104, -1.3589, 0.9127], [1.0220, 0.1791, -1.2636], [2.3352, 1.6774, -0.0431], [1.5675, 1.2700, 1.3097], [0.9747, 2.2552, 0.1705], [1.7131, -2.2373, -0.4134], [2.9830, -0.8337, -0.4342], [1.9463, -1.2161, 1.1885]],
  "lowdin_charge": [-0.13, -0.20, -0.12, -0.47, -0.09, -0.07, 0.05, 0.11, 0.04, 0.18, 0.18, 0.05, 0.00, 0.10, 0.10, 0.12, 0.04, 0.12],
  "gap_ha": 0.3829,
  "e_above_lowest_kcal_mol": 99.5,
  "smiles": "C/C=C/C(C)C"
}



(2)
{
  "formula": "C4H2O3S",
  "method": "ωB97M-V/def2-TZVPD",
  "species": ["C", "C", "C", "C", "H", "H", "O", "O", "O", "S"],
  "coordinates": [[2.1742, -0.5808, 0.1426], [0.7070, -0.3538, -0.0779], [-0.5104, -0.3721, -0.1267], [-1.9222, -0.0856, 0.0828], [2.7939, 1.4427, -0.8752], [-3.2714, 1.3465, 0.2608], [3.0522, 0.3966, -0.2377], [2.3063, -1.8209, 0.4863], [-2.2092, 1.2952, 0.4739], [-3.1205, -1.2678, -0.1290]],
  "lowdin_charge": [-0.43, 0.10, -0.03, -0.77, 0.33, 0.16, -0.01, 0.06, -0.09, 0.68],
  "gap_ha": 0.2941,
  "e_above_lowest_kcal_mol": 65.9
}



(3)
{
  "formula": "C28H67N3O13PS4",
  "method": "ωB97M-V/def2-TZVPD",
  "species": ["C", "C", "C", "C", "C", "C", "C", "P", "C", "C", "C", "C", "C", "N", "C", "C", "C", "N", "O", "C", "N", "H", "H", "H", "H", "H", "H", "H", "H", "H", "H", "H", "H", "H", "H", "H", "H", "H", "H", "H", "H", "H", "H", "H", "H", "H", "H", "H", "H", "H", "H", "H", "H", "H", "H", "H", "O", "S", "O", "O", "C", "C", "C", "H", "H", "H", "H", "H", "H", "H", "H", "O", "S", "O", "O", "C", "C", "C", "H", "H", "H", "H", "H", "H", "H", "H", "O", "S", "O", "O", "C", "C", "C", "H", "H", "H", "H", "H", "H", "H", "H", "O", "S", "O", "O", "C", "C", "C", "H", "H", "H", "H", "H", "H", "H", "H"],
  "coordinates": [[-4.5666, 1.2260, -2.9903], [-4.0118, 0.2471, -4.0725], [-2.6193, -0.3941, -3.7116], [-2.2994, -0.4493, -2.1930], [-0.9916, -1.2855, -1.9213], [-1.1529, -1.9372, -0.4926], [0.0577, -2.8191, -0.0920], [1.2142, -2.2176, 1.3185], [-0.2066, -2.1754, 2.6177], [-0.5265, -3.6439, 3.1179], [-1.5317, -3.4999, 4.3523], [-1.1440, -4.4583, 5.5364], [-2.1277, -5.6694, 5.6662], [-3.4294, -5.2336, 6.2100], [1.0990, -0.3459, 0.8740], [0.3032, 0.5300, 1.8659], [-1.0713, 1.1578, 1.5542], [0.8512, 0.8120, 2.9795], [2.7304, -2.4992, 0.3340], [2.8703, -1.8277, -0.7287], [3.0255, -1.1208, -1.6056], [-5.4067, 1.7904, -3.4377], [-4.9970, 0.6444, -2.1501], [-3.7695, 1.9045, -2.6414], [-4.7356, -0.5500, -4.3207], [-3.8602, 0.8331, -5.0016], [-1.8128, 0.1512, -4.2389], [-2.6435, -1.4407, -4.0743], [-2.1429, 0.5474, -1.7352], [-3.1315, -0.9441, -1.6476], [-0.0717, -0.6850, -2.0077], [-1.0335, -2.1284, -2.6454], [-2.0467, -2.5957, -0.6025], [-1.4510, -1.1312, 0.1992], [-0.3761, -3.7593, 0.3224], [0.5685, -3.1625, -1.0145], [2.1024, -1.8237, 2.3988], [1.3606, -3.6228, 1.6837], [-1.1817, -1.7986, 2.2539], [0.1316, -1.6850, 3.5502], [0.3650, -4.1428, 3.5289], [-1.0812, -4.2305, 2.3649], [-1.4894, -2.4536, 4.7012], [-2.5742, -3.7403, 4.0595], [-1.1612, -3.8785, 6.4877], [-0.1183, -4.8647, 5.4430], [-1.7070, -6.4536, 6.3227], [-2.3020, -6.1082, 4.6653], [-4.0250, -4.8674, 5.4739], [-3.3011, -4.5290, 6.9305], [2.1070, 0.1023, 1.0179], [0.7729, -0.0737, -0.1433], [-1.0787, 1.5649, 0.5189], [-1.8857, 0.4136, 1.6441], [-1.2419, 2.0248, 2.2207], [0.2238, 1.3952, 3.5394], [2.8157, 4.2650, -1.0028], [3.0543, 4.1722, -2.4114], [2.2268, 3.3719, -3.2594], [4.5844, 3.7798, -2.6557], [5.1074, 2.6044, -2.0043], [4.6746, 1.3264, -2.6948], [3.1424, 5.8009, -3.0866], [4.8255, 2.5969, -0.9492], [6.1938, 2.6902, -2.0479], [3.6044, 1.1642, -2.5890], [5.1862, 0.4660, -2.2657], [4.8919, 1.3747, -3.7644], [3.8084, 6.4013, -2.4716], [2.1386, 6.2209, -3.0740], [3.5075, 5.7392, -4.1091], [-0.9911, -7.4746, 8.8444], [-0.0362, -7.0538, 9.8246], [1.0504, -6.1867, 9.4920], [0.5419, -8.3467, 10.5752], [1.1039, -9.3962, 9.7739], [2.4972, -9.0503, 9.2839], [-0.8989, -6.3684, 11.2026], [0.4400, -9.6367, 8.9407], [1.1532, -10.2781, 10.4127], [2.4698, -8.2270, 8.5697], [2.9531, -9.9104, 8.7914], [3.1312, -8.7374, 10.1148], [-1.6979, -7.0475, 11.4906], [-1.3115, -5.4112, 10.8897], [-0.1965, -6.2236, 12.0204], [-4.8978, -0.4910, -7.2852], [-3.8393, -0.7361, -8.2163], [-2.6037, -0.0202, -8.1548], [-4.4252, -0.6327, -9.7062], [-5.1249, 0.5636, -10.0737], [-4.1738, 1.7098, -10.3621], [-3.4869, -2.4642, -8.2377], [-5.8484, 0.8346, -9.3016], [-5.6889, 0.3255, -10.9757], [-3.6600, 2.0319, -9.4559], [-4.7181, 2.5654, -10.7650], [-3.4086, 1.4049, -11.0773], [-4.4212, -3.0126, -8.3327], [-2.9974, -2.7118, -7.2974], [-2.8231, -2.6772, -9.0725], [3.2850, 9.7377, -3.2433], [4.0469, 10.8933, -2.8797], [5.4721, 10.8425, -2.7673], [3.4414, 11.5098, -1.5338], [3.2979, 10.6426, -0.3960], [4.6216, 10.4028, 0.3040], [3.6132, 12.2300, -3.9465], [2.8302, 9.7011, -0.6912], [2.6124, 11.1433, 0.2871], [5.2989, 9.8222, -0.3230], [4.4672, 9.8538, 1.2337], [5.1171, 11.3491, 0.5262], [2.5293, 12.3016, -3.9976], [4.0239, 12.0130, -4.9307], [4.0466, 13.1471, -3.5544]],
  "lowdin_charge": [-0.13, -0.26, -0.21, -0.23, -0.20, -0.26, -0.28, 0.59, -0.33, -0.25, -0.21, -0.21, -0.29, -0.03, -0.24, -0.47, -0.06, 0.10, -0.21, -0.52, 0.14, 0.06, 0.07, 0.07, 0.09, 0.08, 0.11, 0.10, 0.10, 0.11, 0.10, 0.10, 0.10, 0.06, 0.06, 0.08, 0.02, 0.00, 0.07, 0.07, 0.08, 0.09, 0.09, 0.09, 0.10, 0.10, 0.08, 0.11, 0.05, 0.05, 0.09, 0.06, 0.07, 0.06, 0.06, 0.03, -0.28, 0.57, -0.27, -0.27, -0.25, -0.10, -0.13, 0.12, 0.11, 0.04, 0.07, 0.08, 0.07, 0.07, 0.07, -0.27, 0.57, -0.27, -0.27, -0.26, -0.08, -0.12, 0.12, 0.12, 0.07, 0.08, 0.08, 0.07, 0.08, 0.07, -0.27, 0.57, -0.27, -0.27, -0.26, -0.08, -0.12, 0.11, 0.12, 0.07, 0.08, 0.08, 0.07, 0.08, 0.07, -0.28, 0.57, -0.27, -0.27, -0.26, -0.07, -0.12, 0.12, 0.12, 0.07, 0.08, 0.08, 0.07, 0.08, 0.07],
  "gap_ha": 0.2067,
  "total_charge": -1
}



(4)
{
  "formula": "C42H36BiN8S5",
  "method": "ωB97M-V/def2-TZVPD",
  "species": ["Bi", "N", "C", "N", "C", "C", "S", "C", "C", "S", "C", "N", "N", "H", "H", "H", "H", "H", "H", "N", "S", "N", "S", "N", "S", "N", "C", "C", "C", "C", "C", "C", "C", "C", "C", "C", "C", "C", "C", "C", "C", "C", "C", "C", "C", "C", "C", "C", "C", "C", "C", "C", "C", "C", "C", "C", "C", "C", "C", "C", "C", "C", "H", "H", "H", "H", "H", "H", "H", "H", "H", "H", "H", "H", "H", "H", "H", "H", "H", "H", "H", "H", "H", "H", "H", "H", "H", "H", "H", "H", "H", "H"],
  "coordinates": [[0.1757, -2.8907, -0.0099], [-1.1568, -2.6670, -3.4549], [-1.8099, -3.4872, -2.6363], [-1.5730, -3.6279, -1.3249], [-2.4665, -4.5635, -0.7581], [-3.3416, -5.0936, -1.6233], [-3.1033, -4.4690, -3.2111], [-2.3460, -4.8554, 0.6690], [-2.9899, -5.7790, 1.4105], [-2.4549, -5.7046, 3.0469], [-1.3684, -4.4361, 2.6326], [-1.4216, -4.0960, 1.3634], [-0.5180, -3.8597, 3.5155], [-0.3715, -2.1274, -3.0879], [-1.3536, -2.6825, -4.4415], [-4.1145, -5.8175, -1.4255], [-3.7243, -6.5070, 1.1082], [-0.5444, -4.1574, 4.4772], [-0.2762, -2.8906, 3.3705], [-0.8107, -1.2754, 0.9344], [-0.4618, 0.0118, 1.5904], [0.4002, 1.1307, 0.8120], [0.0469, 1.7208, -0.5931], [0.8071, 1.1285, -1.8076], [1.5114, -0.3066, -1.9164], [0.7143, -1.5468, -1.7182], [2.1468, -0.2140, -3.5586], [2.4366, -1.4287, -4.1723], [2.9982, -1.4152, -5.4382], [3.2657, -0.2052, -6.0669], [2.9770, 0.9977, -5.4361], [2.4173, 1.0048, -4.1680], [2.9328, -0.2096, -0.8485], [3.5184, -1.4077, -0.4540], [4.6539, -1.3741, 0.3419], [5.1981, -0.1535, 0.7213], [4.6161, 1.0370, 0.3020], [3.4795, 1.0161, -0.4931], [-1.6752, 1.6871, -0.9506], [-2.4913, 2.6914, -0.4382], [-3.8518, 2.6152, -0.6811], [-4.3694, 1.5537, -1.4150], [-3.5364, 0.5595, -1.9130], [-2.1710, 0.6184, -1.6864], [0.5130, 3.4100, -0.5182], [0.9905, 3.9461, 0.6698], [1.3542, 5.2856, 0.6798], [1.2301, 6.0502, -0.4715], [0.7470, 5.4905, -1.6513], [0.3836, 4.1571, -1.6872], [-1.9387, 0.7975, 2.1514], [-3.1529, 0.1735, 1.9173], [-4.3091, 0.7996, 2.3644], [-4.2290, 2.0105, 3.0370], [-2.9966, 2.6160, 3.2702], [-1.8348, 2.0118, 2.8247], [0.5628, -0.1647, 3.0282], [1.9462, -0.1776, 2.8792], [2.7234, -0.4779, 3.9866], [2.1258, -0.7513, 5.2117], [0.7432, -0.7258, 5.3428], [-0.0543, -0.4374, 4.2436], [2.2257, -2.3649, -3.6724], [3.2314, -2.3483, -5.9323], [3.7048, -0.2002, -7.0553], [3.1876, 1.9349, -5.9325], [2.1911, 1.9361, -3.6693], [3.1274, -2.3545, -0.8060], [5.1275, -2.2991, 0.6424], [6.0943, -0.1294, 1.3273], [5.0558, 1.9847, 0.5823], [3.0383, 1.9421, -0.8389], [-2.0763, 3.5196, 0.1211], [-4.5061, 3.3926, -0.3109], [-5.4322, 1.5105, -1.6134], [-3.9496, -0.2518, -2.4974], [-1.5034, -0.1357, -2.0827], [1.0872, 3.3314, 1.5533], [1.7341, 5.7296, 1.5896], [1.5120, 7.0945, -0.4535], [0.6525, 6.0972, -2.5413], [0.0024, 3.7090, -2.5965], [-3.1812, -0.7741, 1.3965], [-5.2710, 0.3350, 2.1949], [-5.1327, 2.4867, 3.3938], [-2.9451, 3.5538, 3.8067], [-0.8685, 2.4661, 3.0060], [2.4004, 0.0583, 1.9262], [3.8016, -0.4847, 3.8981], [2.7429, -0.9707, 6.0728], [0.2831, -0.9113, 6.3042], [-1.1324, -0.3949, 4.3420]],
  "lowdin_charge": [1.73, 0.13, -0.66, -0.09, -0.33, -0.31, 1.15, -0.35, -0.30, 1.15, -0.68, -0.11, 0.13, 0.03, 0.12, 0.10, 0.10, 0.11, 0.07, -0.47, 0.79, -0.34, 0.93, -0.36, 0.78, -0.52, -0.31, -0.07, -0.04, -0.03, -0.03, -0.05, -0.32, -0.09, -0.04, -0.04, -0.03, -0.06, -0.32, -0.05, -0.03, -0.02, -0.04, -0.06, -0.34, -0.05, -0.03, -0.02, -0.03, -0.05, -0.35, -0.06, -0.04, -0.03, -0.03, -0.07, -0.32, -0.05, -0.03, -0.03, -0.04, -0.08, 0.11, 0.12, 0.13, 0.12, 0.10, 0.08, 0.12, 0.13, 0.13, 0.11, 0.13, 0.13, 0.13, 0.12, 0.08, 0.10, 0.12, 0.13, 0.13, 0.13, 0.11, 0.12, 0.13, 0.13, 0.12, 0.08, 0.12, 0.13, 0.13, 0.12],
  "gap_ha": 0.2816,
  "total_charge": 3
}



- Number 2 is which compound?
  C4H2O3S